# 1
{
  "formula": "C3H4N2O",
  "method": "ωB97M-V/def2-TZVPD",
  "symbols": ["H", "N", "C", "O", "C", "C", "N", "H", "H", "H"],
  "xyz": [[2.843, -0.703, 0.642], [2.402, -0.115, -0.061], [1.156, -0.131, 0.107], [0.369, 0.564, -0.752], [-1.024, 0.620, -0.543], [-1.569, -0.445, 0.323], [-1.986, -1.260, 1.028], [0.606, -0.668, 0.884], [-1.494, 0.552, -1.529], [-1.304, 1.585, -0.100]],
  "forces_ev_per_a": [[0.01, 0.08, -0.04], [-0.39, -0.07, 0.09], [0.34, -0.01, 0.07], [0.12, -0.03, -0.08], [-0.28, 0.09, 0.03], [-0.37, -0.65, 0.53], [0.34, 0.76, -0.70], [0.12, 0.01, -0.03], [0.02, -0.03, 0.19], [0.10, -0.15, -0.05]],
  "lowdin_charge": [0.0522, 0.1198, -0.3104, -0.0502, -0.1685, -0.1969, 0.1655, 0.1171, 0.1358, 0.1356],
  "lumo_ev": 0.7,
  "relative_energy_ev": 1.783,
  "orbital_gap_ev": 11.34,
  "smiles": "[H]/N=C/OCC#N"
}

# 2
{
  "formula": "C2H4N2O3S",
  "method": "ωB97M-V/def2-TZVPD",
  "symbols": ["C", "C", "N", "N", "O", "O", "O", "S", "H", "H", "H", "H"],
  "xyz": [[1.154, -1.483, -0.141], [-1.323, 1.248, -0.084], [1.787, -0.333, 0.027], [-0.342, 2.027, -0.078], [-1.900, -0.970, 1.252], [0.039, -1.608, -0.616], [-2.627, 1.105, -0.232], [-1.841, -0.474, -0.093], [1.746, -2.513, 0.148], [1.272, 0.443, -0.345], [-0.697, 2.979, -0.012], [2.732, -0.422, 0.173]],
  "forces_ev_per_a": [[0.93, -3.37, 0.13], [0.14, -2.19, -0.93], [-2.20, -0.95, -0.26], [-0.80, 0.05, 0.44], [-0.23, -0.27, 0.85], [0.34, -0.35, -0.08], [-0.60, 1.84, 0.54], [0.40, 0.59, -0.61], [-0.99, 2.56, -0.43], [0.39, 1.07, 0.10], [0.27, 0.38, -0.20], [2.36, 0.64, 0.45]],
  "lowdin_charge": [-0.3876, -0.6140, 0.1769, 0.1202, -0.4289, -0.1457, -0.1695, 1.0492, 0.1802, 0.0751, 0.0680, 0.0760],
  "lumo_ev": 0.6,
  "relative_energy_ev": 2.563,
  "orbital_gap_ev": 10.19
}

# 3
{
  "formula": "CH4Cl2OSi",
  "method": "ωB97M-V/def2-TZVPD",
  "symbols": ["O", "C", "Si", "Cl", "Cl", "H", "H", "H", "H"],
  "xyz": [[0.968, 0.110, 1.568], [1.019, -0.095, 0.085], [-0.795, -0.184, -0.665], [-1.789, 1.480, 0.087], [-1.919, -1.782, -0.062], [0.191, 0.815, 1.689], [1.421, 0.763, -0.444], [1.500, -1.032, -0.046], [-0.594, -0.074, -2.213]],
  "forces_ev_per_a": [[-2.47, 2.23, -1.64], [-2.86, 0.55, 1.84], [1.36, 0.33, -0.59], [0.25, -0.21, -0.25], [0.22, 0.04, -0.22], [2.57, -2.18, -0.12], [0.70, -0.03, 0.03], [0.79, -0.55, -0.42], [-0.55, -0.17, 1.37]],
  "lowdin_charge": [-0.2021, -0.3559, -0.1441, 0.2561, 0.2664, 0.0799, 0.0606, 0.0569, -0.0178],
  "lumo_ev": 0.6,
  "relative_energy_ev": 2.542,
  "orbital_gap_ev": 10.76,
  "smiles": "OC[SiH](Cl)Cl"
}